1.
A molecular structure, C60H56AsN5O7P2S4Y. Source: the OMol25 dataset; level of theory: ωB97M-V/def2-TZVPD.

Geometry (Å):
1 Y 0.0479 -0.4859 -1.2943
2 C 1.7910 -4.7344 -2.8903
3 C 1.7297 -3.3463 -2.3044
4 N 0.5942 -2.7645 -2.1161
5 N -0.5121 -3.4725 -2.5943
6 C -1.6022 -3.2566 -1.9524
7 S -1.8173 -2.3557 -0.4828
8 S -3.0136 -3.8775 -2.8407
9 C -4.2569 -4.0963 -1.5406
10 C -4.1224 -5.3814 -0.7724
11 C -4.6773 -6.5562 -1.2740
12 C -4.5522 -7.7531 -0.5867
13 C -3.8651 -7.7911 0.6196
14 C -3.3061 -6.6262 1.1243
15 C -3.4316 -5.4278 0.4348
16 C 3.0038 -2.6869 -1.9541
17 C 4.2012 -3.2112 -2.4675
18 C 5.4399 -2.6915 -2.1506
19 C 5.5136 -1.6096 -1.2686
20 C 4.3641 -1.0609 -0.7520
21 C 3.0840 -1.5629 -1.0884
22 O 2.0401 -0.9918 -0.5675
23 H 0.8609 -5.2613 -2.7080
24 H 2.6216 -5.2970 -2.4703
25 H 1.9247 -4.6728 -3.9736
26 H -5.2046 -4.0754 -2.0813
27 H -4.2155 -3.2270 -0.8850
28 H -5.2084 -6.5291 -2.2192
29 H -4.9906 -8.6568 -0.9920
30 H -3.7649 -8.7238 1.1607
31 H -2.7633 -6.6452 2.0609
32 H -2.9759 -4.5250 0.8255
33 H 4.1579 -4.0487 -3.1506
34 H 6.3370 -3.1227 -2.5753
35 H 6.4781 -1.1979 -0.9928
36 H 4.3893 -0.2262 -0.0597
37 C -1.1582 0.3216 2.7034
38 N -0.9075 1.7415 2.8177
39 C -1.3061 2.6991 1.7884
40 P -2.2488 2.1853 0.2031
41 C -2.4326 3.9658 -0.2107
42 C -1.3299 4.7676 -0.4866
43 C -1.5031 6.0994 -0.8456
44 C -2.7738 6.6478 -0.9123
45 C -3.8794 5.8524 -0.6342
46 C -3.7108 4.5184 -0.2993
47 C -3.7119 1.5146 1.0822
48 C -4.2815 2.1592 2.1767
49 C -5.3270 1.5728 2.8790
50 C -5.7932 0.3183 2.5161
51 C -5.2242 -0.3378 1.4323
52 C -4.2058 0.2645 0.7109
53 C -0.2802 2.2382 3.9494
54 C 0.0098 3.6108 4.0702
55 C 0.6228 4.1188 5.2046
56 C 0.9777 3.2992 6.2641
57 C 0.7074 1.9424 6.1535
58 C 0.0944 1.4171 5.0305
59 P 0.1837 -0.6291 1.8119
60 C -0.0540 -2.3493 2.3701
61 C 0.8695 -3.2843 1.8927
62 C 0.7240 -4.6297 2.1777
63 C -0.3577 -5.0684 2.9340
64 C -1.2892 -4.1531 3.3949
65 C -1.1384 -2.7985 3.1146
66 C 1.7153 -0.1380 2.6739
67 C 2.2701 1.0847 2.3026
68 C 3.3998 1.5698 2.9438
69 C 4.0064 0.8207 3.9425
70 C 3.4790 -0.4143 4.2948
71 C 2.3359 -0.8893 3.6686
72 H -2.0596 0.1527 2.1186
73 H -1.3558 -0.0956 3.6901
74 H -0.4051 3.1831 1.3894
75 H -1.8836 3.4994 2.2656
76 H -0.3289 4.3552 -0.4607
77 H -0.6345 6.7044 -1.0758
78 H -2.9059 7.6874 -1.1864
79 H -4.8778 6.2682 -0.6961
80 H -4.5765 3.8905 -0.1298
81 H -3.9142 3.1283 2.4895
82 H -5.7660 2.0940 3.7209
83 H -6.5962 -0.1464 3.0750
84 H -5.5750 -1.3210 1.1427
85 H -3.7713 -0.2599 -0.1309
86 H -0.2245 4.2902 3.2663
87 H 0.8301 5.1817 5.2481
88 H 1.4624 3.7015 7.1439
89 H 0.9897 1.2659 6.9519
90 H -0.0504 0.3492 4.9916
91 H 1.6961 -2.9439 1.2769
92 H 1.4470 -5.3410 1.7980
93 H -0.4743 -6.1228 3.1524
94 H -2.1428 -4.4889 3.9718
95 H -1.8890 -2.1048 3.4719
96 H 1.8192 1.6642 1.5058
97 H 3.8045 2.5316 2.6528
98 H 4.8903 1.1958 4.4439
99 H 3.9526 -1.0064 5.0687
100 H 1.9230 -1.8470 3.9625
101 O -3.7947 0.4961 -3.5599
102 As -2.4079 0.8010 -2.4694
103 O -3.1474 1.9291 -1.3627
104 O -1.1115 1.2295 -0.2416
105 C -1.4554 2.0901 -3.6270
106 C -1.8325 3.4291 -3.6100
107 C -1.1392 4.3722 -4.3528
108 C -0.0522 3.9916 -5.1277
109 C 0.3431 2.6643 -5.1565
110 C -0.3531 1.7284 -4.4020
111 S 0.2911 0.0693 -4.3814
112 O -0.7962 -0.8050 -3.9617
113 O 0.9375 -0.1756 -5.6384
114 O 1.2658 0.0669 -3.2324
115 H -3.8396 -0.4600 -3.6882
116 H -2.6707 3.7280 -2.9920
117 H -1.4456 5.4107 -4.3174
118 H 0.4914 4.7273 -5.7071
119 H 1.1818 2.3427 -5.7604
120 C 4.7696 0.3085 -4.0626
121 C 4.6683 1.3283 -2.9792
122 C 5.7051 2.0302 -2.4287
123 C 5.3946 2.9447 -1.4035
124 N 4.1753 3.1541 -0.9515
125 C 3.1535 2.4417 -1.4841
126 S 1.5533 2.5503 -0.9904
127 N 3.4384 1.5637 -2.4992
128 C 6.4950 3.7211 -0.7421
129 H 5.7825 0.2565 -4.4551
130 H 4.0734 0.5415 -4.8703
131 H 4.4922 -0.6687 -3.6623
132 H 6.7204 1.8873 -2.7672
133 H 2.6364 1.0413 -2.8794
134 H 7.2836 3.9758 -1.4500
135 H 6.9386 3.1113 0.0485
136 H 6.0898 4.6222 -0.2888

As for the spin multiplicity: 1. As for the charge: -1. The highest occupied orbital energy is -5.08 eV. For the LUMO energy, the calculation gives 2.21 eV. The HOMO-LUMO gap comes out at 7.285 eV. The energy above the lowest of the compared OMol25 structures with the same formula, charge and spin is 0.00 kJ/mol.

=====

2.
2 unconnected molecules or ions with the total composition CH2F2O2 at a distorted geometry. Source: the OMol25 dataset; level of theory: ωB97M-V/def2-TZVPD.

Geometry (Å):
1 O 0.3898 0.1903 -0.2957
2 C 1.5171 0.1856 -0.5598
3 F 2.4394 -0.0551 0.3762
4 H 1.9420 0.0963 -1.5437
5 O -2.0644 0.8905 0.6244
6 F -2.3495 0.9722 1.9739
7 H -1.1746 0.4018 0.4113

As for the spin multiplicity: 1. The highest occupied orbital energy is -10.78 eV. For the LUMO energy, the calculation gives 0.34 eV. The HOMO-LUMO gap comes out at 11.114 eV. The structure (SMILES) is O=CF.OF. The energy above the lowest of the compared OMol25 structures with the same formula, charge and spin is 468.82 kJ/mol.